# 1
Below is 2 unconnected molecules or ions with the total composition C3H10NO at a distorted geometry, with properties calculated with ωB97M-V with the def2-TZVPD basis set.

```
15
C3H10NO | OMol25 | ωB97M-V with the def2-TZVPD basis set
H 1.5857 -1.1471 0.6928
C 2.6001 -0.0349 -0.6123
H -2.6050 0.6365 0.8456
C -1.8843 0.3268 0.0814
N 1.6910 -0.2318 0.2595
O -0.6624 1.1466 0.2429
H -1.0236 -1.5316 -0.8478
C -1.5294 -1.1563 0.0642
H -2.4455 0.6994 -0.7684
H 2.5726 0.9683 -1.0223
H -2.4637 -1.7394 0.1120
H 3.3172 -0.8166 -0.8060
H -0.8972 -1.5274 0.9090
H 0.8350 0.3516 0.4541
H -0.4870 1.3815 -0.6726
```

Calculated values
**HOMO-LUMO gap**: 10.0 eV
**HOMO energy**: -15.3 eV
**LUMO**: -5.311 eV
**Charge**: +1
**Total energy**: -6802.842 eV

These are the Mulliken partial charges, in e, on atoms 1 to 5: 0.290, -0.064, 0.294, -0.198, -0.082

---

# 2
Below is 3 unconnected molecules or ions with the total composition C14H24N2O3, with properties calculated with ωB97M-V with the def2-TZVPD basis set.

```
43
C14H24N2O3 | OMol25 | ωB97M-V with the def2-TZVPD basis set
H -5.2867 -3.4192 -0.1188
H -2.8095 0.0201 0.4475
H -1.5971 -1.5992 -0.9381
C 2.6216 4.0577 -1.8688
H 1.3024 2.3702 -1.9242
N -6.0355 -0.1539 -0.4346
C -3.7490 -0.4529 0.2015
C -5.1058 -2.3582 -0.1114
C -0.1760 -0.4838 0.8071
H -0.5751 -0.1475 1.7651
H 5.8774 -0.6281 -0.2045
C 4.3556 0.1065 1.1134
C 1.6256 5.1921 -1.9372
H -2.4655 -2.5566 1.6492
H 2.1060 6.0752 -2.3521
H -3.5494 -4.5036 1.1206
H 3.5743 -0.9099 2.8217
H -0.6200 0.0591 -0.0240
C 2.1256 2.7463 -1.3129
H -4.7416 1.4179 -0.1148
O 3.7635 4.1983 -2.2403
H 5.3263 1.0244 -0.5564
C -1.3678 -2.3291 -0.1589
C -2.6665 -2.7211 0.5913
C -3.8514 -1.8450 0.2154
C -4.8367 0.3431 -0.1169
H 6.3904 0.7163 0.8305
H 4.7843 -1.8362 1.9099
H 1.7768 2.8796 -0.2884
H 1.2519 5.4215 -0.9381
H -7.1044 -1.8865 -0.6769
H 5.2965 -0.4905 2.9440
O -0.3419 -1.8897 0.6929
H 2.9314 2.0209 -1.3122
C -6.1365 -1.4748 -0.4237
N -2.8928 -4.1574 0.4368
O 3.3091 0.6727 0.8949
H 0.8886 -0.2749 0.8118
H 0.7821 4.9106 -2.5693
H -3.2443 -4.3585 -0.4901
C 5.5655 0.3196 0.2370
H -1.0128 -3.2305 -0.6522
C 4.5116 -0.8448 2.2742
```

Calculated values
**HOMO-LUMO gap**: 10.1 eV
**HOMO energy**: -9.4 eV
**LUMO**: 0.684 eV
**Total energy**: -24028.955 eV

These are the Mulliken partial charges, in e, on atoms 1 to 5: 0.333, 0.307, 0.557, 0.755, 0.362

---

# 3
Below is a gas-phase ion, C6H11ClN3 (charge +1) at a distorted geometry, with properties calculated with ωB97M-V with the def2-TZVPD basis set.

```
21
C6H11ClN3 | OMol25 | ωB97M-V with the def2-TZVPD basis set
H 2.4068 0.9325 1.3722
H -0.2842 2.4382 -0.6103
H -2.6843 -1.5569 -1.2036
N -0.2039 -0.3384 1.5525
C -2.2579 -1.8476 -0.2106
N 1.4508 1.2617 0.9172
H 0.7783 2.4631 -1.8647
C 1.2435 0.9064 -0.3406
H -0.3784 1.2503 -1.7377
H -2.4053 -2.8814 -0.0297
H -0.3860 -1.9944 -1.1088
H 0.8188 1.1100 2.7922
C 0.2782 0.9693 1.8298
C 1.6076 -0.3255 -0.7794
C 0.3538 1.7396 -1.1278
H 1.3424 -0.5841 -1.8441
N -0.8752 -1.5715 -0.3574
Cl 2.6685 -1.4409 -0.0139
H -2.6607 -1.2579 0.5168
C -0.2018 -0.8533 0.4793
H -0.6111 1.5810 1.7686
```

Calculated values
**HOMO-LUMO gap (alpha / beta)**: 9.6 / 9.6 eV
**HOMO energy (alpha / beta)**: -13.5 / -13.5 eV
**LUMO (alpha / beta)**: -3.849 / -3.850 eV
**Charge**: +1
**Total energy**: -23383.682 eV

These are the Mulliken partial charges, in e, on atoms 1 to 5: 0.423, 0.375, 0.329, -0.275, -0.906

---

# 4
Below is 2 unconnected molecules or ions with the total composition C4H8BrN at a distorted geometry, with properties calculated with ωB97M-V with the def2-TZVPD basis set.

```
14
C4H8BrN | OMol25 | ωB97M-V with the def2-TZVPD basis set
C 0.1779 -0.1236 -0.5603
C 0.0242 -1.0171 0.6930
H -0.4259 -0.4273 -1.3620
Br -4.9881 -0.0950 -0.2087
H 3.1361 1.0977 -1.5038
H -1.0273 -1.3074 0.8320
H 0.6467 -1.8696 0.5457
C 1.2294 0.8503 -0.5582
H 3.0397 1.7319 -0.0111
H -5.2706 1.1178 -0.9168
H 2.9684 0.0177 -0.0838
N 0.0429 1.3529 -0.4164
H 0.3334 -0.3640 1.5687
C 2.6689 0.9154 -0.5558
```

Calculated values
**HOMO-LUMO gap**: 10.2 eV
**HOMO energy**: -9.3 eV
**LUMO**: 0.881 eV
**Total energy**: -75807.857 eV

These are the Mulliken partial charges, in e, on atoms 1 to 5: 0.009, -1.104, 0.447, -0.202, 0.311

---

# 5
Below is a molecular structure, CH3N2OP at a distorted geometry, with properties calculated with ωB97M-V with the def2-TZVPD basis set.

```
8
CH3N2OP | OMol25 | ωB97M-V with the def2-TZVPD basis set
N -1.0720 0.9544 0.6745
H -0.6028 -1.1287 2.0903
P 0.6000 -0.2356 1.7261
O 1.0078 -0.4475 0.1184
H -0.3727 -0.6408 -1.5087
N -0.7668 0.9298 -0.4356
H 0.9669 0.4690 -1.7101
C 0.2396 0.0994 -0.9548
```

Calculated values
**HOMO-LUMO gap (alpha / beta)**: 8.4 / 8.4 eV
**HOMO energy (alpha / beta)**: -8.3 / -8.3 eV
**LUMO (alpha / beta)**: 0.020 / 0.020 eV
**Total energy**: -15399.291 eV

These are the Mulliken partial charges, in e, on atoms 1 to 5: -0.267, 0.050, 0.100, -0.331, 0.191

---

# 6
Below is 8 unconnected molecules or ions with the total composition C30H54O17S3 at a distorted geometry, with properties calculated with ωB97M-V with the def2-TZVPD basis set.

```
104
C30H54O17S3 | OMol25 | ωB97M-V with the def2-TZVPD basis set
H -4.1237 -2.0454 1.4691
H -2.0080 -4.3490 3.4718
H 1.1889 3.8422 -2.1590
H 4.9689 -4.2221 3.9814
C -1.0770 -6.3117 3.1657
H -0.4311 4.5308 -3.6292
C -0.5925 0.7435 0.4843
H -1.3206 0.3113 -4.1151
C -2.4508 3.8902 2.7867
O 0.8757 3.6962 3.7255
H -5.3527 0.7254 -0.8961
H -5.4023 -2.7204 0.3655
C -4.9935 -1.8324 0.8476
H -1.1087 5.9589 -2.9951
H 4.8723 0.4632 -3.6258
H 1.8531 1.6183 2.1943
C -0.2329 3.8066 3.1634
H -2.0093 -6.8682 3.0693
C 3.8414 0.4720 -3.2718
H -1.3393 5.5646 -0.2841
H 2.1222 2.6497 -4.0341
C -1.2272 -0.7730 -4.1760
O -6.5722 1.6331 1.3864
O -3.7378 -1.0513 -6.2224
H 7.0236 -2.2354 3.9838
S 4.0249 -2.5303 2.8115
H -4.4713 -1.3506 -1.2660
C -2.6397 -1.2222 -5.7626
O 1.2755 2.6983 -0.0625
C 5.5580 -1.5041 2.5002
H -0.3795 -2.3124 -2.9117
C -0.3341 -3.9012 2.2532
C 0.9733 5.8952 -2.5842
O -2.5550 -3.8726 -0.3463
C -1.9027 -3.9900 0.6900
C -0.5132 0.0787 1.8735
H -0.0023 -0.5967 -2.5084
C -1.6599 4.9364 1.9047
H -2.9257 3.1610 2.1304
H 1.3354 1.6636 -5.2650
H -0.0691 6.1215 -4.4459
O 1.0604 6.9241 -1.8443
H 7.1645 -4.4935 3.1142
C -6.0151 -0.9530 1.5675
C 4.9487 -4.0889 2.8998
C -1.9017 4.8526 0.3200
C 0.9211 -0.4419 2.0325
O 2.8002 -0.3005 -5.1861
H 3.6549 -0.4705 -2.7570
C -4.3221 -1.0427 -0.2311
H -2.9138 5.2089 0.1282
C 1.8436 0.6938 1.6169
H -1.7903 3.8379 -0.0621
O -0.8016 -3.3735 1.0353
H 6.5903 -3.8312 1.5510
H -1.0173 0.0751 -0.2646
H 0.1134 -2.0709 -5.2627
C 2.8403 0.5795 -4.3026
H -0.5309 0.8388 2.6545
H 0.6129 -4.4328 2.1601
O -0.3545 4.4983 1.9745
O -1.3971 3.5443 3.6816
H -1.5986 -1.2571 -2.1632
S 1.1207 1.2912 0.0224
H 7.5985 -2.0385 2.3879
H 2.8846 0.3795 1.5417
C -1.4310 -4.8520 2.6959
H -1.3431 -0.6242 1.9462
C -0.4197 -1.1376 -5.4440
C -0.7626 -1.2932 -2.8617
C -4.6141 0.4866 -0.1309
H 5.6476 -1.4321 1.4163
C 1.7738 1.6436 -4.2673
H -6.3140 -1.0480 2.6114
H -0.2815 -6.6387 2.4961
O -4.4199 0.9895 2.6081
O -1.4610 -1.1599 -6.3803
O -2.3842 -1.4729 -4.4092
H -3.7906 1.1919 -0.2429
H 1.1058 -0.5982 3.0953
O 3.2833 -2.1854 4.0338
H 3.7470 1.2050 -2.4706
H 2.4760 4.4768 -3.1120
H 5.3477 -0.5538 2.9909
H -1.7385 5.9361 2.3319
O 3.2697 -2.4751 1.5608
H -1.3195 1.5497 0.5824
H -0.3828 -3.0553 2.9389
H -0.6905 -6.2489 4.1829
C -0.2176 5.5924 -3.5046
H -3.2357 -1.0102 -0.1492
H 0.2996 -0.3313 -5.5872
C 6.4464 -3.8307 2.6314
H 4.3094 -4.8409 2.4375
H 1.0284 1.3491 -3.5286
S -5.4378 0.7712 1.5146
H 1.2833 -1.2422 1.3872
C 6.7239 -2.3742 2.9450
O 1.6059 0.3814 -1.0293
H 2.4431 4.8106 -1.3763
H -3.1498 4.3616 3.4775
C 1.8267 4.7191 -2.2706
O -2.2928 -4.8674 1.6021
H -6.9228 -0.8927 0.9671
```

Calculated values
**HOMO-LUMO gap**: 9.6 eV
**HOMO energy**: -9.5 eV
**LUMO**: 0.040 eV
**Total energy**: -99294.834 eV

These are the Mulliken partial charges, in e, on atoms 1 to 5: 0.068, 0.326, -0.093, 0.364, -1.341

---

total energy of number 5 (CH3N2OP)? -15399.291 eV

---

Which value of total energy does entry 2 give? -24028.955 eV

---

total energy of number 5 (CH3N2OP)? -15399.291 eV